(1)
Molecular formula: C12H23N3
Method: DFT, ωB97M-V/def2-TZVPD

Element x y z (Å)
C1 1.931 -0.383 1.397
C2 2.284 -0.482 2.804
C3 -0.178 -0.686 -0.187
C4 -1.196 -1.279 0.850
C5 -2.616 -0.641 0.902
C6 -1.494 -2.748 0.510
C7 1.763 0.359 -2.060
C8 0.420 2.713 -2.200
C9 -0.461 0.393 -3.246
C10 0.353 0.703 3.705
C11 -0.319 0.725 -0.721
C12 0.425 1.083 -2.079
N1 0.675 -0.634 1.076
N2 1.561 -0.117 3.749
N3 -0.195 -1.079 1.892
H1 2.623 -0.150 0.659
H2 3.269 -1.013 3.166
H3 0.139 -1.426 -0.969
H4 -3.239 -1.251 1.428
H5 -2.987 -0.599 -0.055
H6 -2.648 0.483 1.256
H7 -1.903 -2.779 -0.430
H8 -2.058 -3.283 1.162
H9 -0.548 -3.235 0.656
H10 2.424 0.805 -2.856
H11 1.601 -0.632 -2.153
H12 2.326 0.611 -1.194
H13 -0.569 3.197 -1.910
H14 1.049 3.060 -1.460
H15 0.783 2.879 -3.180
H16 0.075 0.385 -4.210
H17 -1.345 0.917 -3.357
H18 -0.525 -0.676 -2.897
H19 -0.359 0.007 3.287
H20 0.184 1.057 4.788
H21 0.336 1.395 2.911
H22 -0.107 1.579 -0.068
H23 -1.474 0.741 -0.967

Net charge: 0
Total energy (Ha): -635.0837
HOMO-LUMO gap (eV): 8.2326
2S+1: 1
LUMO energy (eV): 0.6
ΔE to the lowest compared entry with this formula, charge and spin (eV): 5.476

Mulliken population analysis, charges in e, atoms 1 to 6:
1. C 0.159
2. C -0.327
3. C -0.644
4. C 1.524
5. C -1.942
6. C -1.966

***

(2)
Molecular formula: C40H57AsBrN6O6S2Tl
Method: DFT, ωB97M-V/def2-TZVPD

Element x y z (Å)
Tl1 0.137 -1.352 -0.098
N1 -0.887 0.958 -0.615
C1 -1.708 1.068 -1.830
C2 -0.827 1.204 -3.049
C3 0.141 0.040 -3.252
O1 1.000 0.182 -4.136
O2 -0.007 -0.994 -2.520
H1 -1.405 1.259 0.204
H2 -0.119 1.623 -0.679
H3 -2.383 1.927 -1.762
H4 -2.317 0.166 -1.911
H5 -0.244 2.129 -3.009
H6 -1.440 1.274 -3.951
Br1 2.834 -2.511 1.400
C4 2.198 -1.772 3.030
C5 3.022 -1.979 4.100
C6 2.674 -1.508 5.377
C7 1.496 -0.848 5.540
C8 0.625 -0.630 4.446
C9 -0.598 0.043 4.691
C10 -1.477 0.253 3.680
C11 -1.152 -0.190 2.382
C12 0.018 -0.825 2.063
C13 0.949 -1.083 3.129
H7 3.949 -2.514 3.955
H8 3.339 -1.681 6.213
H9 1.197 -0.480 6.514
H10 -0.810 0.375 5.701
H11 -2.416 0.764 3.854
H12 -1.896 -0.024 1.612
C14 -3.425 3.484 2.339
N2 -2.511 3.753 3.432
C15 -3.077 3.537 4.756
C16 -1.165 3.744 3.219
S1 -0.482 3.206 1.795
N3 -0.408 4.197 4.261
C17 1.032 3.990 4.228
C18 -0.808 5.394 4.992
H13 -4.399 3.900 2.595
H14 -3.534 2.407 2.163
H15 -3.060 3.943 1.425
H16 -3.716 2.650 4.732
H17 -3.688 4.384 5.080
H18 -2.285 3.372 5.481
H19 1.254 2.965 3.942
H20 1.419 4.179 5.229
H21 1.522 4.659 3.515
H22 -1.829 5.670 4.750
H23 -0.155 6.226 4.710
H24 -0.726 5.241 6.069
C19 -3.559 -2.914 2.470
C20 -3.503 -3.439 1.039
As1 -2.908 -2.068 -0.225
C21 -4.513 -0.925 -0.364
C22 -5.862 -1.567 -0.063
C23 -2.922 -3.051 -1.918
C24 -4.179 -3.811 -2.315
H25 -3.955 -3.670 3.151
H26 -4.200 -2.031 2.554
H27 -2.568 -2.628 2.824
H28 -4.468 -3.832 0.718
H29 -2.779 -4.252 0.957
H30 -4.491 -0.517 -1.378
H31 -4.345 -0.077 0.305
H32 -6.082 -2.391 -0.740
H33 -6.665 -0.833 -0.162
H34 -5.903 -1.958 0.954
H35 -2.059 -3.717 -1.844
H36 -2.647 -2.313 -2.676
H37 -4.499 -4.510 -1.540
H38 -3.996 -4.393 -3.220
H39 -5.012 -3.139 -2.526
C25 0.429 -3.319 -0.898
C26 0.768 -4.312 -1.500
C27 1.171 -5.448 -2.279
C28 1.264 -5.328 -3.668
C29 1.658 -6.411 -4.436
C30 1.962 -7.624 -3.830
C31 1.871 -7.749 -2.451
C32 1.479 -6.669 -1.677
H40 1.022 -4.377 -4.126
H41 1.727 -6.309 -5.511
H42 2.268 -8.469 -4.433
H43 2.107 -8.692 -1.975
H44 1.409 -6.758 -0.601
C33 3.292 5.705 -4.044
C34 3.928 4.347 -4.306
S2 2.690 3.071 -4.187
O3 1.930 3.083 -5.408
O4 2.006 3.223 -2.922
C35 3.591 1.538 -4.139
C36 4.463 1.297 -2.906
N4 3.679 1.038 -1.701
C37 2.989 -0.112 -1.515
N5 2.112 0.026 -0.535
C38 2.285 1.265 0.003
C39 3.236 1.908 -0.719
N6 3.731 3.225 -0.477
O5 4.679 3.626 -1.139
O6 3.110 3.903 0.311
C40 3.224 -1.361 -2.280
H45 4.026 6.490 -4.222
H46 2.949 5.773 -3.013
H47 2.443 5.873 -4.707
H48 4.707 4.132 -3.577
H49 4.334 4.269 -5.315
H50 4.202 1.507 -5.042
H51 2.794 0.788 -4.232
H52 5.143 2.114 -2.700
H53 5.061 0.406 -3.091
H54 1.722 1.632 0.848
H55 4.293 -1.532 -2.422
H56 2.711 -1.311 -3.243
H57 2.799 -2.197 -1.727

Net charge: 0
Total energy (Ha): -8116.8548
HOMO-LUMO gap (eV): 7.8696
2S+1: 1
LUMO energy (eV): -0.2

Mulliken population analysis, charges in e, atoms 1 to 6:
1. Tl 2.199
2. N 0.508
3. C -0.229
4. C -0.628
5. C 0.301
6. O -0.874

***

(3)
Molecular formula: C4H7O3P
Method: DFT, ωB97M-V/def2-TZVPD

Element x y z (Å)
C1 -0.429 -1.283 -0.521
C2 0.259 -0.451 0.233
C3 0.106 -0.305 1.736
O1 1.331 0.294 2.176
P1 1.564 0.724 -0.229
O2 2.491 -0.017 -1.081
H1 -1.112 -1.955 -0.008
H2 -0.452 -1.321 -1.584
H3 0.030 -1.309 2.073
H4 -0.767 0.387 1.986
H5 1.453 0.402 3.228
C4 -1.125 1.164 -2.002
O3 -1.226 1.808 -1.013
H6 -0.243 0.574 -2.197
H7 -1.879 1.288 -2.798

Net charge: 0
SMILES string: C=C(CO)P=O.C=O
Total energy (Ha): -723.5828
HOMO-LUMO gap (eV): 8.5273
2S+1: 1
LUMO energy (eV): -0.1
ΔE to the lowest compared entry with this formula, charge and spin (eV): 3.699

Mulliken population analysis, charges in e, atoms 1 to 6:
1. C -0.782
2. C 0.410
3. C -0.322
4. O -0.561
5. P 0.276
6. O -0.484

***

(4)
Molecular formula: C24H65BrClFO14PS
Method: DFT, ωB97M-V/def2-TZVPD

Element x y z (Å)
C1 5.773 -1.157 3.775
C2 5.854 -1.065 2.267
Br1 5.923 0.822 1.696
C3 4.896 -1.894 1.430
C4 3.361 -1.748 1.390
F1 3.062 -1.225 0.115
O1 2.801 -3.018 1.411
P1 2.035 -3.534 2.864
Cl1 4.137 -4.313 3.654
O2 2.326 -1.923 3.470
C5 2.504 -1.007 2.455
O3 3.057 0.184 2.957
C6 1.178 -0.606 1.775
C7 0.118 -0.126 2.779
C8 -1.222 -0.766 2.415
S1 -2.416 -0.808 3.729
O4 -1.850 -0.316 4.945
O5 -3.655 -0.224 3.298
O6 -2.689 -2.365 3.937
H1 4.876 -0.708 4.186
H2 5.826 -2.206 4.064
H3 6.632 -0.639 4.208
H4 6.845 -1.420 1.985
H5 5.213 -1.753 0.393
H6 5.080 -2.937 1.682
H7 0.709 -3.207 2.434
H8 1.606 -3.891 4.152
H9 1.945 -4.820 2.301
H10 3.116 0.078 3.913
H11 0.803 -1.423 1.161
H12 1.418 0.217 1.105
H13 0.386 -0.344 3.810
H14 0.006 0.952 2.667
H15 -1.719 -0.222 1.614
H16 -1.088 -1.799 2.092
H17 -3.604 -2.527 3.663
C9 2.809 -3.248 -3.131
C10 1.564 -2.381 -3.185
O7 1.085 -2.064 -1.888
H18 2.603 -4.166 -2.581
H19 3.156 -3.504 -4.135
H20 3.615 -2.726 -2.611
H21 0.753 -2.909 -3.692
H22 1.763 -1.458 -3.746
H23 1.802 -1.600 -1.434
C11 3.037 2.701 -2.119
C12 2.203 1.781 -1.249
O8 1.196 2.485 -0.527
H24 3.510 3.470 -1.507
H25 3.816 2.142 -2.641
H26 2.416 3.202 -2.867
H27 2.823 1.294 -0.499
H28 1.737 0.997 -1.859
H29 0.615 2.909 -1.166
C13 -4.226 3.118 6.702
C14 -4.999 2.766 5.442
O9 -4.152 2.506 4.341
H30 -3.594 3.989 6.526
H31 -4.902 3.337 7.532
H32 -3.580 2.288 6.996
H33 -5.638 3.598 5.142
H34 -5.645 1.900 5.635
H35 -3.597 1.749 4.562
C15 0.948 5.787 0.570
C16 1.529 6.640 -0.540
O10 0.570 6.921 -1.554
H36 0.570 4.849 0.168
H37 1.697 5.552 1.327
H38 0.120 6.311 1.054
H39 2.349 6.122 -1.038
H40 1.925 7.577 -0.128
H41 -0.171 7.367 -1.127
C17 -2.023 -2.859 -5.036
C18 -1.407 -3.753 -6.091
O11 -1.960 -5.068 -6.080
H42 -1.882 -3.289 -4.043
H43 -1.565 -1.869 -5.052
H44 -3.097 -2.745 -5.199
H45 -0.340 -3.882 -5.914
H46 -1.532 -3.314 -7.087
H47 -2.906 -5.006 -6.250
C19 -4.209 -1.086 -2.099
C20 -3.376 0.025 -1.490
O12 -2.651 -0.403 -0.348
H48 -4.923 -1.480 -1.376
H49 -4.759 -0.724 -2.971
H50 -3.561 -1.906 -2.418
H51 -4.007 0.846 -1.152
H52 -2.680 0.421 -2.240
H53 -2.065 -1.122 -0.613
C21 -2.885 10.109 0.816
C22 -2.707 9.331 -0.473
O13 -2.080 8.071 -0.262
H54 -1.921 10.266 1.301
H55 -3.342 11.081 0.624
H56 -3.526 9.564 1.512
H57 -2.056 9.869 -1.162
H58 -3.674 9.188 -0.968
H59 -2.628 7.547 0.331
C23 -0.250 -8.457 -4.268
C24 -1.476 -8.721 -5.124
O14 -2.447 -7.695 -5.006
H60 -0.535 -8.351 -3.221
H61 0.472 -9.270 -4.354
H62 0.241 -7.531 -4.576
H63 -1.970 -9.641 -4.809
H64 -1.181 -8.844 -6.174
H65 -2.041 -6.865 -5.294

Net charge: -1
Total energy (Ha): -5880.4305
HOMO-LUMO gap (eV): 7.8678
2S+1: 1
LUMO energy (eV): 2.0

Mulliken population analysis, charges in e, atoms 1 to 6:
1. C -1.157
2. C -0.041
3. Br -0.234
4. C -1.718
5. C 1.458
6. F -0.207

***

(5)
Molecular formula: C19H39IN2O8P2S3Ta
Method: DFT, ωB97M-V/def2-TZVPD

Element x y z (Å)
C1 2.385 2.968 1.428
O1 2.602 3.633 0.200
C2 3.346 2.898 -0.748
C3 2.486 2.143 -1.787
C4 0.971 2.253 -1.625
C5 0.358 1.273 -0.623
C6 -0.997 0.679 -1.033
Ta1 -1.964 -0.640 0.495
O2 -2.835 -2.028 1.612
C7 -0.380 -0.148 2.041
C8 -0.240 -1.132 3.194
C9 1.117 -0.910 3.875
S1 2.303 -1.876 2.908
C10 3.550 -0.715 2.607
S2 4.220 0.294 3.683
N1 3.869 -0.687 1.232
C11 5.100 -0.830 0.627
C12 4.871 -0.721 -0.703
N2 3.534 -0.494 -0.955
C13 2.966 -0.497 0.212
C14 -0.470 -2.285 -0.137
C15 -0.229 -2.514 -1.650
C16 1.203 -2.093 -1.979
S3 1.734 -2.418 -3.641
O3 0.645 -2.916 -4.427
O4 2.982 -3.130 -3.600
O5 2.006 -0.951 -4.207
C17 -3.232 0.909 1.579
C18 -3.662 2.271 1.055
C19 -4.353 2.309 -0.297
I1 -2.057 3.718 1.151
P1 -3.730 -1.269 -1.368
P2 -5.682 -1.524 -0.532
O6 -6.316 -0.431 0.237
O7 -5.576 -2.884 0.292
O8 -6.620 -1.934 -1.784
H1 3.185 3.206 2.135
H2 2.328 1.883 1.307
H3 1.432 3.306 1.833
H4 4.005 2.194 -0.231
H5 3.985 3.618 -1.259
H6 2.769 1.084 -1.753
H7 2.755 2.499 -2.781
H8 0.698 3.269 -1.337
H9 0.514 2.070 -2.601
H10 0.259 1.760 0.345
H11 1.067 0.446 -0.520
H12 -1.645 1.496 -1.370
H13 -0.792 0.087 -1.936
H14 -2.385 -2.878 1.598
H15 -0.477 0.872 2.420
H16 0.562 -0.225 1.489
H17 -1.055 -1.052 3.912
H18 -0.245 -2.134 2.758
H19 1.155 -1.163 4.932
H20 1.418 0.128 3.762
H21 6.003 -0.984 1.188
H22 5.593 -0.788 -1.498
H23 1.920 -0.347 0.425
H24 -0.771 -3.240 0.308
H25 0.503 -2.072 0.319
H26 -0.344 -3.561 -1.926
H27 -0.908 -1.927 -2.265
H28 1.909 -2.640 -1.356
H29 1.336 -1.034 -1.768
H30 2.468 -0.432 -3.531
H31 -2.732 1.100 2.535
H32 -4.163 0.387 1.836
H33 -4.358 2.709 1.769
H34 -3.671 2.422 -1.136
H35 -5.041 3.156 -0.332
H36 -4.953 1.406 -0.389
H37 -3.993 -0.198 -2.232
H38 -4.961 -3.514 -0.101
H39 -7.274 -1.229 -1.882

Net charge: -1
Total energy (Ha): -3690.8199
HOMO-LUMO gap (eV): 6.3772
2S+1: 1
LUMO energy (eV): 1.0

Mulliken population analysis, charges in e, atoms 1 to 6:
1. C -0.269
2. O -0.458
3. C -0.842
4. C 0.326
5. C -1.312
6. C 1.861